Computed, not measured: a molecular structure, C59H45IN3O6P2Ti at a distorted geometry, with the ωB97M-V functional and the def2-TZVPD basis.

ORCA input file:
```
! wB97M-V def2-TZVPD RIJCOSX def2/J DEFGRID3
* xyz 0 2
Ti -0.2737 0.6785 0.4555
C -6.3083 -0.2551 0.1332
C -5.2006 0.6293 -0.2722
N -5.6477 1.1998 -1.5405
C -4.9350 1.8639 -2.3570
C -3.5707 2.4376 -2.2600
C -3.1943 3.1707 -3.5937
O -1.8427 3.4281 -3.7455
C -2.8140 2.2048 -1.2119
C -1.5910 3.0590 -1.0907
N -0.5184 2.8434 -0.4513
C 0.3614 3.9357 -0.3957
C 1.6448 3.7055 -0.9444
C 2.5539 4.7718 -0.9079
C 2.2305 6.0021 -0.3682
C 0.9651 6.2152 0.1762
C 0.0395 5.1629 0.1332
I -1.8755 5.6213 0.8843
C -3.1654 1.3600 -0.0274
O -2.1367 1.2783 0.7998
H -6.4352 -1.0135 -0.6532
H -6.1016 -0.7813 1.0582
H -7.3787 0.2057 0.1895
H -5.4647 2.1327 -3.2652
H -3.5741 2.6063 -4.4394
H -3.7612 4.0960 -3.7141
H -1.3758 2.5590 -3.7362
H -1.6262 3.9359 -1.6493
H 1.9316 2.6688 -1.1774
H 3.5315 4.6363 -1.3373
H 2.9741 6.7680 -0.3229
H 0.8390 7.0956 0.8206
O 0.4673 1.8021 2.6583
C 1.1651 1.4456 1.7163
C 2.6305 1.8819 1.6826
C 2.9963 2.9026 2.5410
C 4.2446 3.4704 2.3871
C 5.1136 3.0160 1.3745
C 4.7783 1.9724 0.5586
C 3.5220 1.3475 0.7287
P 2.8276 -0.0793 -0.2749
C 3.8533 -1.4270 0.3295
C 4.2109 -2.4854 -0.4730
C 5.1481 -3.4661 -0.1205
C 5.7414 -3.3866 1.1649
C 5.2868 -2.3667 1.9947
C 4.3104 -1.4087 1.6716
C 3.5504 0.3233 -1.9469
C 2.7310 0.9375 -2.9286
C 3.2816 1.4146 -4.0965
C 4.6460 1.3387 -4.3178
C 5.4950 0.8288 -3.3602
C 4.9206 0.2950 -2.1929
H 2.2580 3.2451 3.2261
H 4.6315 4.3041 2.9414
H 6.1071 3.4278 1.2477
H 5.5647 1.5608 -0.0709
H 3.8931 -2.5474 -1.4976
H 5.3787 -4.2368 -0.8299
H 6.6236 -3.9882 1.4426
H 5.7111 -2.2564 2.9802
H 4.0093 -0.6731 2.4280
H 1.6684 1.0826 -2.8224
H 2.6995 2.0138 -4.7629
H 5.0726 1.7726 -5.2276
H 6.5328 0.9351 -3.4842
H 5.6084 -0.1371 -1.4544
O -0.6742 -0.9452 1.7907
P -1.8652 -1.6861 2.3476
C -1.8404 -3.3698 1.7518
C -3.0588 -4.0114 1.5678
C -3.0782 -5.2770 1.0808
C -1.8759 -5.9596 0.8781
C -0.6748 -5.3612 1.1494
C -0.6511 -4.0415 1.5672
C -3.3933 -0.9267 1.7575
C -4.2208 -0.0193 2.5101
C -4.6319 1.1824 2.1132
C -4.5234 1.7204 0.6489
C -3.8574 -0.0416 -0.5284
C -3.2998 -1.0193 0.3891
C -1.8077 -1.6469 4.1249
C -2.8331 -2.0869 4.9099
C -2.5798 -2.2996 6.3048
C -1.3805 -1.9875 6.8509
C -0.3730 -1.4690 6.0255
C -0.5944 -1.3499 4.6847
H -3.9789 -3.3983 1.7875
H -4.0200 -5.7721 0.8247
H -1.9166 -6.9942 0.6888
H 0.2450 -5.9532 1.1238
H 0.3074 -3.5657 1.7123
H -4.4898 -0.3497 3.5100
H -5.2032 1.7766 2.8217
H -4.8589 2.7218 0.6361
H -3.6264 -0.3923 -1.5455
H -2.5017 -1.6668 0.0004
H -3.7938 -2.3695 4.5297
H -3.2883 -2.8182 6.9419
H -1.1193 -2.2074 7.8668
H 0.5668 -1.1114 6.3740
H 0.1792 -0.9519 4.0673
O 0.4205 -2.1140 -0.2676
C 0.1089 -1.6297 -1.3347
N -0.1687 -0.2860 -1.5448
C -0.5004 -0.1484 -2.8418
O -0.8559 0.8861 -3.3832
C -0.3662 -1.4377 -3.5945
C -0.3572 -1.7829 -4.9536
C 0.0758 -3.0639 -5.2519
C 0.3852 -4.0085 -4.2672
C 0.2900 -3.6923 -2.9360
C -0.0319 -2.3804 -2.6312
H -0.6564 -1.0753 -5.6854
H 0.2644 -3.3445 -6.2878
H 0.7010 -4.9760 -4.5562
H 0.4435 -4.3801 -2.1300
*
```

Results
- HOMO (alpha / beta): -7.474 / -7.415 eV
- Kohn-Sham gap (alpha / beta): 7.29 / 7.25 eV
- Energy relative to the best compared isomer or geometry (same formula, charge and spin): 335.87 kJ/mol
- LUMO energy (alpha / beta): -0.007 / -0.006 Ha
- E_tot: -4720.87360 Eh

=====

Computed, not measured: C5H5NO2 in the gas phase at a distorted geometry, with the ωB97M-V functional and the def2-TZVPD basis.

ORCA input file:
```
! wB97M-V def2-TZVPD RIJCOSX def2/J DEFGRID3
* xyz 0 1
C -1.6484 -0.6661 -0.1187
C -0.3211 -0.1860 0.2297
C -0.0215 1.1326 0.8820
C 0.3744 0.9817 -0.5026
C 1.7930 0.4339 -0.5261
H -1.6633 -1.7837 -0.3495
H 0.7836 1.1009 1.6286
H -0.7893 1.9016 1.0179
H -0.1123 1.5901 -1.2840
H 2.6584 0.9984 -0.8323
N 1.8889 -0.7039 -0.0285
O -2.5483 0.1269 -0.2893
O 0.6536 -1.2589 0.3185
*
```

Results
- HOMO: -9.898 eV
- Kohn-Sham gap: 10.57 eV
- Energy relative to the best compared isomer or geometry (same formula, charge and spin): 357.00 kJ/mol
- LUMO energy: 0.025 Ha
- E_tot: -398.64250 Eh

=====

Computed, not measured: 2 unconnected molecules or ions with the total composition C4H7NO2, with the ωB97M-V functional and the def2-TZVPD basis.

ORCA input file:
```
! wB97M-V def2-TZVPD RIJCOSX def2/J DEFGRID3
* xyz 0 1
C -3.0496 0.7258 -0.0680
C 0.3336 0.4399 0.9959
O 0.0791 -0.6472 0.2903
C 1.2427 -1.1664 -0.3797
C 2.3023 -0.1964 0.0349
N 3.5169 -0.1761 -0.2640
O 1.6453 0.7215 0.8566
H -3.9490 1.3043 0.1549
H -3.2605 -0.3390 0.0533
H -2.7399 0.9175 -1.0984
H -2.2461 1.0115 0.6154
H 1.0656 -1.1693 -1.4561
H 1.4346 -2.1818 -0.0293
H 3.9931 0.6129 0.1740
*
```

Results
- HOMO: -9.958 eV
- Kohn-Sham gap: 10.70 eV
- Energy relative to the best compared isomer or geometry (same formula, charge and spin): 289.08 kJ/mol
- LUMO energy: 0.027 Ha
- E_tot: -361.77075 Eh

=====

Computed, not measured: 3 unconnected molecules or ions with the total composition C6H12NO2S at a distorted geometry, with the ωB97M-V functional and the def2-TZVPD basis.

ORCA input file:
```
! wB97M-V def2-TZVPD RIJCOSX def2/J DEFGRID3
* xyz -1 1
C -0.0151 -0.4618 -2.3716
C 0.7745 -1.5396 -1.6999
C -0.2173 0.6927 -1.4289
C 0.0543 -1.9694 -0.4456
C -0.5663 0.2338 -0.0387
C -0.0315 2.0653 2.8760
N -0.4855 -0.9276 0.4261
O -0.6507 -1.4254 1.6052
O -1.6868 2.0769 0.6329
S 1.3153 0.8288 2.7820
H 0.5972 0.0041 -3.1625
H -1.0397 -0.8042 -2.7967
H 1.0780 -2.3322 -2.3560
H 1.8085 -1.0197 -1.4072
H 0.6069 1.4389 -1.3257
H -1.0479 1.3901 -1.9236
H -0.7937 -2.5185 -0.8000
H 0.5424 -2.6488 0.2767
H -0.6276 1.8571 3.6901
H -0.4323 2.1158 1.9366
H 0.4449 2.9593 3.0540
H 0.3726 -0.0156 2.4766
*
```

Results
- HOMO (alpha / beta): -3.872 / -3.883 eV
- Kohn-Sham gap (alpha / beta): 7.27 / 7.28 eV
- Energy relative to the best compared isomer or geometry (same formula, charge and spin): 552.09 kJ/mol
- LUMO energy (alpha / beta): 0.125 / 0.125 Ha
- E_tot: -838.97399 Eh